Computed, not measured: 2 unconnected molecules or ions with the total composition H2NO4P, with ωB97M-V/def2-TZVPD.

Summary:
LUMO (alpha / beta) ... 7.4020 / 7.4016 eV
E_HOMO (alpha / beta) ... 2.01 / 2.00 eV
Kohn-Sham gap (alpha / beta) ... 5.393 / 5.397 eV
Total charge ... -2
ΔE to the lowest compared entry with this formula, charge and spin ... 336.1 kJ/mol

Last column: natural (NBO) charge in e.
Element x y z (Å)
P 0.2464 0.7442 0.1212  2.288
O -1.3140 0.9126 -1.7878  -1.181
O -0.3780 -0.4801 1.2126  -0.666
O 1.5302 0.3650 -0.5353  -1.173
O 0.3129 2.1252 0.7512  -1.167
N -0.0512 -1.8022 1.1461  -0.760
H 0.9202 -1.7807 0.8438  0.244
H -1.2666 -0.0840 -1.7517  0.416


Computed, not measured: a molecular structure, C4H12N2Si, with ωB97M-V/def2-TZVPD.

Summary:
LUMO ... 0.6080 eV
E_HOMO ... -7.89 eV
Kohn-Sham gap ... 8.499 eV
ΔE to the lowest compared entry with this formula, charge and spin ... 329.6 kJ/mol

Last column: natural (NBO) charge in e.
Element x y z (Å)
Si -0.3772 0.0249 -1.0334  1.584
N -2.0834 -0.0847 -0.7261  -1.060
N 0.5925 -1.3641 0.7293  -0.917
C 0.1631 1.7865 -0.5576  -0.687
C 1.3463 2.1932 -0.3784  -0.332
C -2.4960 -0.3504 0.6330  -0.402
C 1.9888 -1.6193 0.4110  -0.430
H 0.2998 -0.4912 -2.2087  -0.184
H -0.5781 2.5849 -0.2628  0.226
H -2.6802 -0.4051 -1.4006  0.390
H 0.4870 -0.6161 1.4761  0.331
H -3.0849 0.4909 1.1115  0.177
H 1.7050 3.2141 -0.2007  0.196
H 2.6324 -0.7835 0.4238  0.157
H -3.1149 -1.2508 0.5869  0.199
H -1.6037 -0.4516 1.2834  0.214
H 2.0643 -2.1359 -0.5614  0.180
H 2.1690 1.4891 -0.4299  0.178
H 2.5704 -2.2309 1.1044  0.179


Computed, not measured: 40 unconnected molecules or ions with the total composition H80O40, with ωB97M-V/def2-TZVPD.

Summary:
LUMO ... -0.5596 eV
E_HOMO ... -10.58 eV
Kohn-Sham gap ... 10.020 eV
ΔE to the lowest compared entry with this formula, charge and spin ... 900.2 kJ/mol

Last column: Löwdin charge in e.
Element x y z (Å)
O 4.0387 -0.3849 3.2524  -0.039
O -2.1972 4.3146 -3.8158  -0.070
O -2.6039 -2.2997 0.9084  -0.051
O -0.7412 3.9546 1.0912  -0.027
O -0.7896 -4.7364 1.6445  -0.067
O -3.7655 2.0917 -1.2371  -0.025
O -1.5612 1.0388 1.6087  -0.049
O -5.1246 -3.0444 -0.1104  -0.075
O -0.1105 0.1377 -4.9582  -0.054
O 4.0850 1.7502 -0.4972  -0.016
O -2.4934 2.9352 4.1051  -0.007
O -1.1282 0.1564 4.3346  -0.063
O 3.1894 3.7639 4.1696  -0.075
O -1.4706 -6.3100 -2.6521  -0.067
O 1.4958 1.7478 -1.3883  -0.076
O 4.2836 -2.2365 0.5063  -0.029
O -0.6115 -0.6505 -1.1633  -0.048
O -4.2674 -0.1353 0.0652  -0.065
O 1.7034 5.3438 -2.0321  -0.056
O -0.7448 5.9111 -0.8750  -0.069
O -0.5234 -3.2671 -1.3293  -0.042
O 1.8875 -1.0919 -0.8393  -0.088
O -5.8550 -1.4363 2.1370  -0.030
O 5.7342 1.0605 -2.4524  -0.094
O 5.9462 -1.0686 -0.9468  -0.089
O 0.8778 -0.4622 2.3385  -0.026
O 1.6878 -4.6852 3.1660  -0.099
O 2.4222 -1.5867 -5.2496  -0.051
O -2.4703 0.0203 -2.9227  -0.046
O -4.1172 -1.1632 4.6135  -0.062
O 3.4569 0.9127 -3.7833  -0.063
O 2.7741 -3.1747 -2.6013  -0.050
O 0.5480 -2.7996 5.4658  -0.066
O 2.4734 4.5294 0.1157  -0.095
O 1.2363 -3.5862 0.8579  -0.046
O 1.2029 0.1705 5.5862  -0.097
O -4.9689 2.1775 2.3615  -0.046
O -3.5460 -3.5960 -2.0282  -0.078
O 0.8901 3.1808 -4.6766  -0.055
O -0.6403 2.7112 -2.4891  -0.097
H 5.4612 1.6433 -1.7190  0.027
H -3.6412 -3.4722 -2.9903  0.061
H -0.8175 1.7619 -2.6405  0.022
H -1.4946 -4.4582 1.0404  0.024
H 1.7299 3.1486 -5.1751  0.058
H -1.2356 0.0512 3.3693  0.014
H 2.3663 3.3157 3.8485  0.044
H 0.1912 3.9776 1.2745  0.029
H -5.4876 -3.7849 0.4008  0.077
H 0.5225 0.2976 -5.6631  0.031
H -0.8670 4.4018 0.2390  0.008
H 0.9105 -5.1859 2.8833  0.008
H 4.1731 -2.0842 1.4584  0.064
H -0.4933 6.1603 -1.8274  0.104
H -0.0557 2.4636 -1.7036  0.038
H -3.3096 2.5834 4.3156  -0.008
H -1.6679 4.3762 -3.0314  -0.027
H 3.3219 4.2177 -0.2810  0.061
H -4.9759 2.9835 2.9073  0.049
H -0.5217 -0.2056 -2.0199  0.044
H -2.7279 0.7691 -2.3719  0.002
H 1.0953 4.6093 -1.9375  0.005
H -3.3195 -2.5864 1.4785  0.032
H -1.1203 1.8894 1.3847  0.037
H 2.1696 -3.1361 -1.8466  -0.006
H -2.8641 0.3110 -3.7557  0.071
H 6.1660 -2.0060 -1.0340  0.057
H -0.7677 -5.9713 -2.0475  0.038
H 3.3713 -2.3090 0.1881  0.020
H 0.9125 -0.9323 -1.0635  0.008
H 0.0505 5.5433 -0.4861  -0.009
H 0.2465 0.1361 2.7075  -0.014
H 1.2155 -2.6921 0.5678  0.000
H 1.1095 2.4047 -4.1670  -0.022
H -5.1838 -2.2977 0.5533  0.031
H 3.8775 1.2095 -1.2450  -0.009
H 0.2519 -0.7402 -4.7619  0.018
H 4.1442 1.1602 0.2423  0.057
H -1.4122 -1.1991 -1.2694  0.059
H -4.7348 -0.5961 4.1179  0.014
H 2.6665 -2.5266 -5.2637  0.048
H -5.9274 -1.9773 2.8915  0.026
H -1.0806 -4.1980 2.3969  0.059
H 5.5227 0.1386 -2.2445  -0.002
H 2.1505 -3.3854 -3.3087  0.021
H 1.6054 -0.1442 6.4532  0.085
H 3.2125 -0.6641 3.6501  0.017
H 1.7044 -4.1718 2.3020  -0.004
H 1.5661 6.0624 -1.4214  0.028
H -4.3700 2.3553 1.6381  0.014
H -2.3165 -6.2188 -2.1859  0.037
H -4.6047 0.8002 0.0228  0.039
H 3.7138 0.1797 -3.2039  0.027
H 2.0336 0.9831 -1.6756  0.020
H 1.7838 -0.8391 0.0870  0.027
H 5.0998 -1.2591 -0.4594  -0.004
H -0.9517 -4.0305 -1.7534  0.029
H 0.3649 0.1830 6.0603  0.025
H -1.3952 1.0685 4.5164  0.030
H 0.7422 -1.4223 2.3091  0.054
H 1.0718 -4.2833 0.2188  0.070
H -1.7748 3.7388 -4.4729  0.033
H -2.8921 2.4142 -1.1407  0.018
H -3.3254 -0.0651 -0.0170  -0.019
H -4.2950 -3.5111 -1.4278  -0.031
H -4.2864 2.6120 -1.8677  0.093
H -2.7253 -2.7692 0.0463  0.026
H 0.8955 -3.6090 5.0893  0.000
H -6.1012 -0.5159 2.3304  0.064
H 2.7382 -1.1618 -6.0482  0.047
H 4.3587 1.2077 -3.9927  0.046
H -3.3295 -0.5969 4.6549  0.011
H -1.2795 0.4998 0.8601  0.025
H 4.2537 0.5442 3.2393  0.030
H -2.0781 2.8712 3.2470  0.019
H 2.8200 4.4490 1.0493  0.072
H -0.4098 -2.8340 -2.1819  0.054
H 0.9083 -2.0793 4.9305  -0.006
H 1.9640 2.2433 -2.1141  0.070
H 3.1496 3.0015 4.7707  0.032


Computed, not measured: 2 unconnected molecules or ions with the total composition C4H12, with ωB97M-V/def2-TZVPD.

Summary:
SMILES string ... CC.CC
LUMO ... 1.1240 eV
E_HOMO ... -11.51 eV
Kohn-Sham gap ... 12.636 eV
ΔE to the lowest compared entry with this formula, charge and spin ... 33.0 kJ/mol

Last column: natural (NBO) charge in e.
Element x y z (Å)
C 0.3271 1.1507 -1.0278  -0.613
C -0.5180 -2.1439 1.7158  -0.618
C 1.3383 1.8736 -1.8874  -0.615
C -1.1337 -0.8782 1.1835  -0.609
H -1.0044 -3.0350 1.3461  0.203
H -1.2031 -0.8151 0.1001  0.205
H 0.5596 1.1809 0.0379  0.205
H -0.6737 -2.1886 2.8098  0.201
H -0.5287 -0.0154 1.4844  0.201
H -2.0967 -0.6238 1.6274  0.207
H 0.2825 0.1140 -1.3134  0.203
H 1.5320 1.3146 -2.8138  0.203
H -0.6709 1.5604 -1.1332  0.206
H 2.3090 2.0569 -1.4264  0.206
H 0.9776 2.8492 -2.2204  0.204
H 0.5616 -2.3046 1.7025  0.210


Going through the records in order, we get F_max values of 4.7 5.4 4.1 1.9 eV/A.